(1)
Formula: C14H30Cl8NO3P2
Source: the Open Molecules 2025 dataset
Level of theory: wB97M-V/def2-TZVPD

strongest force on any atom: 10.0 eV/A
E: -5195.81718 Eh
HOMO-LUMO gap: 0.217 Ha
LUMO level: 2.3 eV
total charge: -1

XYZ file:
```
58
C14H30Cl8NO3P2 wB97M-V/def2-TZVPD
C 3.44975 1.87671 0.74937
C 3.92736 0.32463 0.97682
O 2.87440 -0.68084 0.76910
C 2.61496 -0.93658 -0.65607
O 3.50518 -0.76098 -1.65774
C 1.14336 -1.54106 -1.09436
C 0.37216 -2.33739 0.15802
C -1.00886 -1.58182 0.63454
P -1.01755 -0.90123 2.39666
N 0.17323 0.32454 1.86442
C 0.76844 0.77169 3.04779
O 1.39699 1.64593 3.88153
P -2.74392 0.43537 2.08151
C -3.98772 -0.23967 0.80143
C -2.17311 2.12138 1.27170
C -2.23762 2.13033 -0.35604
H 2.48245 2.18768 1.34497
H 4.32932 2.56353 1.16843
H 3.32920 2.18437 -0.38588
H 4.25448 0.22635 2.12130
H 4.90501 0.15430 0.34376
H 0.41694 -0.73617 -1.55843
H 1.36760 -2.34941 -1.94334
H 1.11638 -2.59065 1.02903
H 0.05251 -3.38529 -0.31688
H -1.87016 -2.40579 0.56836
H -1.26756 -0.78655 -0.18007
H -0.92518 -0.37709 3.76668
H -1.96859 -1.88911 2.88488
H 0.05056 -1.81095 2.76146
H -3.62574 -1.05520 0.06855
H -4.88115 -0.72002 1.43125
H -4.51616 0.60428 0.14282
H -3.03431 2.87295 1.62540
H -1.19632 2.54832 1.75216
H -1.93614 1.14635 -0.89914
H -3.34717 2.45509 -0.65336
H -1.54560 3.03256 -0.72036
C 1.94392 -4.02489 -4.63132
Cl 0.53208 -3.23221 -3.92180
Cl 1.67182 -5.76176 -4.81672
H 2.14057 -3.58872 -5.61369
H 2.80586 -3.86748 -3.97842
C 7.34392 1.27743 2.03147
Cl 5.93208 2.07012 2.74099
Cl 7.07182 -0.45944 1.84607
H 7.54057 1.71361 1.04910
H 8.20586 1.43484 2.68437
C -4.62672 5.17141 -0.57413
Cl -3.52772 4.91911 -1.93560
Cl -3.76572 5.06563 0.96620
H -5.07956 6.16202 -0.66131
H -5.40604 4.40589 -0.59942
C -4.45233 -2.88439 -2.83019
Cl -2.75620 -2.47111 -2.55202
Cl -5.52524 -1.63908 -2.17966
H -4.62445 -2.97611 -3.90533
H -4.67198 -3.83537 -2.33886
```


(2)
Formula: C32H48O24
Source: the Open Molecules 2025 dataset
Level of theory: wB97M-V/def2-TZVPD

strongest force on any atom: 7.0 eV/A
E: -3053.72528 Eh
HOMO-LUMO gap: 0.389 Ha
LUMO level: 0.2 eV
structure (SMILES): C[C@H]1COC(=O)O1.C[C@H]1COC(=O)O1.C[C@H]1COC(=O)O1.C[C@H]1COC(=O)O1.C[C@H]1COC(=O)O1.C[C@H]1COC(=O)O1.C[C@H]1COC(=O)O1.C[C@H]1COC(=O)O1

XYZ file:
```
104
C32H48O24 wB97M-V/def2-TZVPD
C -6.18578 0.74373 -6.14580
C -7.55393 1.51745 -6.38865
C -8.59976 0.55783 -6.90663
O -9.58144 0.54372 -5.88553
C -9.25288 1.23124 -4.83834
O -9.89124 1.25874 -3.72301
O -7.95125 1.78004 -5.11034
H -6.00713 0.06506 -6.97982
H -6.28085 0.16337 -5.22806
H -5.34315 1.43452 -6.11592
H -7.47735 2.52380 -6.80036
H -8.31244 -0.48053 -7.07199
H -8.89188 0.93088 -7.88826
C 11.51707 0.46508 2.76123
C 10.30432 0.68003 3.61778
C 9.05904 -0.02605 3.01501
O 8.95980 -1.06788 3.93365
C 9.59269 -0.96976 5.01322
O 9.58316 -1.89334 5.88632
O 10.45096 0.08845 4.84091
H 11.44930 0.66806 1.69244
H 12.16294 -0.39068 2.95778
H 12.18201 1.23202 3.15842
H 9.99225 1.72406 3.64479
H 9.25850 -0.49083 2.04946
H 8.12951 0.54206 3.05155
C -7.18248 -3.12852 0.89127
C -7.23011 -4.52586 1.54612
C -7.83400 -4.67716 2.93459
O -8.88451 -5.56188 2.75571
C -8.85138 -6.03096 1.48074
O -9.56836 -6.94259 1.20010
O -8.08580 -5.19987 0.73475
H -6.50115 -2.44500 1.39791
H -8.19200 -2.71885 0.92486
H -6.85676 -3.13045 -0.14893
H -6.24047 -4.97487 1.46184
H -7.97284 -3.64644 3.26083
H -7.06030 -4.85573 3.68131
C -5.24577 7.58143 3.69915
C -4.99448 6.19222 3.24114
C -4.00681 5.35215 4.06078
O -4.73567 4.35719 4.81287
C -5.90473 4.24430 4.19588
O -6.59524 3.27763 4.51255
O -6.17589 5.32880 3.35310
H -5.83208 7.65992 4.61467
H -5.72347 8.14551 2.89807
H -4.26288 8.05256 3.69050
H -4.59240 6.15689 2.22862
H -3.38787 6.01117 4.66964
H -3.26655 4.89260 3.40585
C 10.96931 -5.27722 -0.62037
C 10.27729 -5.92607 -1.84872
C 9.50448 -7.16872 -1.48264
O 8.17515 -6.85797 -1.93256
C 8.15260 -5.56719 -2.46697
O 7.14087 -5.22587 -3.19208
O 9.33361 -4.97056 -2.26364
H 11.69379 -5.99936 -0.24391
H 10.28247 -4.96230 0.16524
H 11.56032 -4.40323 -0.89414
H 10.95054 -6.14270 -2.67813
H 9.56537 -7.40299 -0.41985
H 9.98959 -8.00212 -1.99079
C -3.30424 12.65940 -4.22005
C -2.00562 11.92353 -3.57776
C -2.11301 11.73300 -2.07347
O -2.31015 10.37225 -1.79994
C -2.29755 9.71296 -2.91952
O -2.11417 8.50403 -2.87294
O -2.07187 10.50890 -3.95483
H -3.39180 13.73986 -4.10586
H -4.21685 12.15495 -3.90259
H -3.32953 12.49883 -5.29786
H -1.05413 12.42706 -3.74872
H -2.89393 12.45352 -1.83032
H -1.14355 12.02087 -1.66683
C 4.15691 -7.51345 3.45860
C 2.95490 -7.42108 2.59653
C 2.46180 -8.71564 1.94175
O 1.11649 -8.46433 1.83143
C 0.73667 -7.58381 2.69928
O -0.39696 -7.36012 3.05739
O 1.82507 -7.04370 3.27996
H 3.76522 -8.20951 4.20035
H 4.60566 -6.58502 3.81179
H 4.97152 -8.09254 3.02367
H 3.33039 -6.80898 1.77651
H 2.67671 -9.65953 2.44274
H 2.85268 -8.76604 0.92550
C 0.24495 -1.51122 -1.71994
C 0.58089 0.02228 -1.53218
C -0.53812 0.73253 -0.72889
O -0.23105 0.38175 0.55453
C 1.11872 0.17851 0.65915
O 1.82133 0.08082 1.74904
O 1.60333 -0.04252 -0.54777
H -0.56607 -1.85616 -1.07856
H 1.07964 -2.21189 -1.74107
H -0.22777 -1.60390 -2.69772
H 0.58807 0.67891 -2.40217
H -1.53807 0.50762 -1.09986
H -0.47017 1.81849 -0.66432
```


(3)
Formula: C24H38BCrF4N4O3
Source: the Open Molecules 2025 dataset
Level of theory: wB97M-V/def2-TZVPD

multiplicity: 2
strongest force on any atom: 0.9 eV/A
E: -2851.17425 Eh
HOMO-LUMO gap (spin up / spin down): 0.318 / 0.318 Ha
LUMO level (spin up / spin down): 0.1 / 0.1 eV

XYZ file:
```
75
C24H38BCrF4N4O3 wB97M-V/def2-TZVPD
Cr 0.26583 -0.11416 0.14610
C 1.86014 -1.66886 -0.20232
C 0.57426 -2.19224 -0.48569
C 0.03850 -1.47641 -1.58473
C 0.99387 -0.46960 -1.94953
C 2.09496 -0.57447 -1.06703
C 3.33434 0.26848 -1.04979
C 1.00405 0.40060 -3.17147
C -1.11942 -2.01132 -2.37336
C -0.03354 -3.40197 0.14126
C 2.86742 -2.26134 0.72463
H 4.21388 -0.34836 -1.24514
H 3.47289 0.73618 -0.07354
H 3.29551 1.05165 -1.80480
H 1.80038 0.06406 -3.83948
H 1.20336 1.44405 -2.93584
H 0.07429 0.34425 -3.73310
H -1.99354 -2.18418 -1.74534
H -0.82921 -2.97566 -2.79751
H -1.41203 -1.37054 -3.19947
H 0.15546 -4.28026 -0.48162
H -1.10999 -3.29292 0.26433
H 0.40529 -3.59520 1.11778
H 3.48594 -2.96291 0.15796
H 2.39710 -2.81483 1.53584
H 3.51228 -1.50017 1.15460
F 1.61187 3.67981 1.01527
B 0.67972 3.08385 1.82303
F 1.11216 2.82100 3.09989
F -0.53735 3.74466 1.80358
F 0.41321 1.71769 1.20740
C -2.46800 0.81430 5.28171
C -1.72930 0.61634 3.96493
C -0.87185 -0.68330 3.85625
C -1.68925 -1.93352 4.20301
C -0.89588 -3.22978 4.09947
C 0.30007 -0.55193 4.82089
O 0.15800 -0.66782 6.01646
N 1.53092 -0.25945 4.28234
C 1.85563 -0.15004 2.93475
O 2.94933 0.20805 2.58148
N 0.86559 -0.55237 2.05461
C -0.39014 -0.72693 2.43346
O -1.20082 -0.81633 1.45907
H -2.93457 1.79949 5.27555
H -1.79286 0.76282 6.13355
H -3.25741 0.07627 5.42298
H -1.07458 1.47135 3.78473
H -2.44267 0.58496 3.13953
H -2.55690 -1.96057 3.53972
H -2.05118 -1.80830 5.22208
H -0.59538 -3.43716 3.07158
H -1.49666 -4.07145 4.44284
H 0.00081 -3.19265 4.72048
H 2.26140 -0.00776 4.93364
C -2.40978 1.51220 0.37710
C -3.55964 2.42759 -0.09599
N -3.22589 3.05378 -1.37383
C -1.89940 3.65893 -1.23017
C -0.82587 2.56224 -1.17516
N -1.42798 1.26579 -0.72780
C -2.26284 0.82431 -1.87283
C -3.14432 1.99622 -2.37490
H -2.78895 0.54298 0.69406
H -1.87689 1.96059 1.20429
H -3.74858 3.20675 0.64352
H -4.48604 1.86327 -0.22741
H -1.89102 4.25160 -0.31552
H -1.70826 4.33182 -2.06845
H 0.00489 2.85301 -0.54383
H -0.43076 2.38026 -2.17423
H -2.87083 -0.01631 -1.53516
H -1.62063 0.48354 -2.67513
H -4.14925 1.63919 -2.60820
H -2.72861 2.42599 -3.28899
```


(4)
Formula: C38H34N5P2PtSSe2
Source: the Open Molecules 2025 dataset
Level of theory: wB97M-V/def2-TZVPD

multiplicity: 3
strongest force on any atom: 1.0 eV/A
E: -7745.11846 Eh
HOMO-LUMO gap (spin up / spin down): 0.274 / 0.208 Ha
LUMO level (spin up / spin down): -2.3 / -4.1 eV
total charge: +1

XYZ file:
```
83
C38H34N5P2PtSSe2 wB97M-V/def2-TZVPD
Pt -1.93050 0.12150 -1.78713
Se 1.77971 -3.36186 2.73618
P 1.38866 -1.30980 3.00543
C 0.88168 -0.93200 4.71415
C -0.30745 -0.35662 5.16388
C -0.52240 -0.19938 6.53220
C 0.43271 -0.60452 7.44895
C 1.62011 -1.17687 7.00400
C 1.84104 -1.34456 5.64822
C 2.85555 -0.27225 2.74659
C 3.80066 -0.67620 1.80598
C 4.94151 0.08457 1.59026
C 5.14944 1.24568 2.32730
C 4.21113 1.65164 3.26967
C 3.06216 0.89648 3.48094
C 0.17588 -0.68827 1.78093
C 0.15334 -0.72871 0.39443
N -1.02780 -0.15378 0.03782
N -1.70996 0.20803 1.12561
N -0.98917 -0.09939 2.17477
P 1.23667 -1.15716 -0.95256
Se 0.10208 -1.04889 -2.82223
C 2.54030 0.06903 -0.99749
C 3.56893 -0.06219 -1.93465
C 4.52916 0.93135 -2.04156
C 4.45244 2.06195 -1.23317
C 3.41693 2.20151 -0.31828
C 2.45628 1.20579 -0.19691
C 1.88201 -2.80546 -0.78427
C 3.24418 -3.07841 -0.72631
C 3.66709 -4.39083 -0.58573
C 2.73482 -5.41570 -0.51072
C 1.37258 -5.13936 -0.58148
C 0.94176 -3.83420 -0.72040
H -1.05526 -0.03877 4.46165
H -1.45044 0.24541 6.87665
H 0.25189 -0.48331 8.51198
H 2.37055 -1.50004 7.71723
H 2.75661 -1.81288 5.30622
H 3.65346 -1.61459 1.28245
H 5.67368 -0.23125 0.85305
H 6.05558 1.82528 2.18336
H 4.37786 2.55293 3.85062
H 2.33383 1.21074 4.22131
H 3.61089 -0.92919 -2.58603
H 5.33438 0.82832 -2.76078
H 5.20380 2.84000 -1.32211
H 3.35865 3.08257 0.31182
H 1.65658 1.31057 0.52731
H 3.97156 -2.27778 -0.77847
H 4.72625 -4.61106 -0.52552
H 3.07118 -6.44012 -0.39460
H 0.64855 -5.94282 -0.51371
H -0.11819 -3.61013 -0.76834
C -4.21425 4.52444 -4.18973
C -2.74398 4.10962 -4.01678
C -2.04456 4.02922 -5.38530
C -2.00942 5.08118 -3.08781
C -2.71888 2.75622 -3.41969
N -2.71451 1.70327 -2.97964
H -4.24201 5.51860 -4.63896
H -4.72931 4.56310 -3.22833
H -4.74645 3.83197 -4.84445
H -2.10306 5.00860 -5.86421
H -2.52848 3.29645 -6.03380
H -0.99369 3.75673 -5.27418
H -2.08239 6.08308 -3.51322
H -0.95378 4.81999 -2.99519
H -2.45710 5.09588 -2.09226
S -4.97718 -2.99195 -3.52752
C -3.53647 -2.08773 -3.40547
N -3.51521 -1.19162 -2.47328
C -4.72140 -1.17716 -1.73730
C -5.02900 -0.36479 -0.64139
C -6.26555 -0.50271 -0.04831
C -7.19770 -1.43456 -0.52842
C -6.90205 -2.24950 -1.59863
C -5.64878 -2.11073 -2.19624
H -2.70229 -2.26480 -4.07798
H -4.30399 0.33830 -0.25625
H -6.51828 0.11231 0.80876
H -8.16416 -1.52010 -0.04460
H -7.61901 -2.97833 -1.95830
```